Computed, not measured: a structure of composition C40H32CuIN8P, with ωB97M-V with the def2-TZVPD basis set.

⟨S²⟩ ... 0.75
HOMO energy (alpha / beta) ... -13.47 / -13.47 eV
Kohn-Sham gap (alpha / beta) ... 7.313 / 6.304 eV
E ... -115934.6951 eV

ORCA input file:
```
! RIJCOSX wB97M-V def2-TZVPD def2/J DEFGRID3
* xyz 2 2
N 1.17801 8.77188 1.58633
H 1.84232 -6.46579 -0.47068
C 2.68054 -2.54945 -0.63458
C -2.39130 -3.15904 -2.41246
C 1.14540 3.72922 1.37197
Cu -0.61011 0.00656 0.08065
C -2.61504 -2.41065 0.66617
C -1.35999 -3.02860 0.58372
H -2.53449 -0.69171 -2.37045
H -1.42183 4.92743 -0.42755
C 3.21304 -0.70980 2.60347
C 1.92917 6.63562 0.95370
H 5.73855 -4.07610 0.04301
C -2.65821 0.38444 -2.19227
H 2.79280 5.99310 0.72717
C 2.15918 7.96985 1.30140
H -2.85474 -1.60414 -0.03077
H 0.52204 -1.70347 -3.39650
N -3.73320 2.48878 -2.60279
C 5.39853 -1.99645 -0.25753
C -2.51873 -2.36226 -4.71536
H -0.93491 9.03145 1.78065
C 2.04683 -0.93695 1.90572
C 5.01798 -3.28266 -0.15064
H -2.92310 -3.55586 -1.57561
H 1.71911 -1.94456 1.63397
P -0.31813 -2.18304 -0.71156
C 0.33851 4.68963 0.79183
H 6.47681 -1.73092 -0.21511
H 3.24877 2.51000 2.68927
H 4.12378 -5.61191 0.06990
C 3.16191 -1.22351 -1.00205
C -0.11500 8.34803 1.55683
H -3.76176 0.82927 1.33110
C 0.85486 2.41576 1.13958
H -4.14690 0.85708 -3.73633
H 3.89413 -1.51334 2.91586
C 2.89505 1.52476 2.43615
N -1.87691 0.96902 -1.25387
C 0.64568 6.13985 1.01608
I 2.01857 0.24832 -2.05157
N -3.04424 1.02824 2.02233
C 3.67218 -3.59300 -0.29404
C -3.59003 1.17016 -2.86462
C 1.69287 1.29408 1.73981
N 1.28246 0.05066 1.49007
H 0.04257 -4.87631 -0.84746
C -1.99788 2.30369 -1.00475
H 3.21460 8.23136 1.40255
H -1.25887 0.43458 2.70773
H -3.17008 4.08336 -1.45017
C -1.22003 -1.86730 -4.63443
C 2.06329 -5.39760 -0.43906
C -2.95588 3.03466 -1.66821
N -0.18090 1.97525 0.41403
C -3.22023 -3.91090 2.40726
N 3.64658 0.50996 2.79699
C 4.50405 -0.96874 -0.75709
C -1.92189 -4.42644 2.45763
C -1.00328 -3.97907 1.54105
C 1.30053 -3.08212 -0.76903
H -3.95934 -4.20363 3.19723
H 4.94888 -0.00435 -0.85044
H 1.97304 4.06117 1.97770
H -2.17497 -0.87102 2.14335
H -3.46562 1.03340 2.94577
C -3.06880 -3.00225 -3.62912
H -1.69475 -5.21864 3.25338
C -0.95623 2.90604 -0.10446
H -1.40932 6.66927 1.50811
N -1.89004 0.12117 1.97199
C 1.06708 -4.45197 -0.75084
C -0.71098 4.24321 -0.01217
H -4.09359 -3.39516 -3.68341
C -1.14053 -2.53340 -2.28226
H -0.77048 -1.41799 -5.50383
C -0.41405 7.04269 1.29998
H -0.02695 -4.41069 1.46821
H -4.51558 -2.34720 1.55518
H -3.05442 -2.18307 -5.66106
C 3.32124 -4.94606 -0.17100
C -3.56067 -2.83846 1.55188
C -0.52698 -1.99743 -3.45157
*
```

---

Computed, not measured: the ion C3H3N2 with charge +1, with ωB97M-V with the def2-TZVPD basis set.

HOMO energy ... -14.26 eV
Kohn-Sham gap ... 8.049 eV
Relative energy (zero: lowest compared OMol25 entry of this formula, charge and spin) ... 48.5 kcal per mole
E ... -6127.4750 eV

ORCA input file:
```
! RIJCOSX wB97M-V def2-TZVPD def2/J DEFGRID3
* xyz 1 1
H -0.84706 -0.76663 1.99669
N -0.73081 0.86129 -2.05028
N -0.22620 -1.01068 1.23449
C -0.31139 0.49750 -1.01440
H -1.04475 1.62281 -2.62281
C 0.99367 -0.52994 1.01780
C 0.17617 -0.12694 0.03156
H 1.99038 -0.54742 1.40695
*
```

---

Computed, not measured: a cluster of 2 separate species, CH3ClI2OSi in total, with ωB97M-V with the def2-TZVPD basis set.

⟨S²⟩ ... 2.01
HOMO energy (alpha / beta) ... -7.88 / -9.79 eV
Kohn-Sham gap (alpha / beta) ... 8.128 / 7.596 eV
E ... -39733.7062 eV

ORCA input file:
```
! RIJCOSX wB97M-V def2-TZVPD def2/J DEFGRID3
* xyz 0 3
Si -2.54289 2.75580 0.33354
I -4.39436 1.29983 -0.22743
Cl -2.68086 4.49420 -0.65715
H -0.81969 -1.13341 -0.89822
H -2.20069 -0.15465 -1.09260
H -0.76125 -0.40518 -2.42233
I -2.42764 3.25505 2.70570
C -1.03892 -0.21309 -1.31788
O -0.41369 0.65566 -0.57924
*
```

---

Computed, not measured: a structure of composition C34H45AuGeI2N6O2, with ωB97M-V with the def2-TZVPD basis set.

⟨S²⟩ ... 2.03
HOMO energy (alpha / beta) ... -12.07 / -11.93 eV
Kohn-Sham gap (alpha / beta) ... 6.114 / 3.380 eV
E ... -125413.8829 eV

ORCA input file:
```
! RIJCOSX wB97M-V def2-TZVPD def2/J DEFGRID3
* xyz 2 3
Ge 0.42299 1.30642 4.60294
H -2.30571 -2.40100 -2.77886
H 1.80315 3.95883 -6.19850
H -0.08204 2.87103 10.29484
C 1.88175 3.40712 3.17083
C 2.43314 3.21851 -5.70303
H 3.35525 1.07387 5.33852
H 2.58550 1.39843 -7.60460
H -2.19902 2.59553 8.82964
H 1.84845 4.45521 2.84144
O 0.31705 1.55455 2.67542
C 1.34358 1.52428 7.54093
I 0.52203 -1.99961 -0.52987
C -3.32426 -4.82439 -4.89076
H 4.21430 -3.06569 4.38584
H -1.21317 -0.91179 6.07710
H 2.01374 2.15107 9.55734
H -3.65269 -2.85725 -8.45370
H -2.43240 0.19663 -4.60571
C -1.48077 0.60976 4.54454
N -2.71281 -3.59469 -6.68775
C -2.61308 -2.72501 -5.63507
H 2.25487 3.32929 5.35981
H -0.99686 1.04255 -5.97593
H 3.13166 0.31147 -6.28185
C 3.52076 -2.24905 4.47353
C 1.00344 2.56911 2.12586
C 1.29252 -1.43933 4.15242
N -2.84031 -3.48775 -4.47566
C 2.49338 3.53178 -4.23358
C -1.87376 -0.46364 5.33139
N 1.81064 1.91456 -5.75787
H -1.73841 2.35068 6.40956
H 0.27161 -1.59922 3.83090
H 3.51284 3.37991 -3.75360
C 1.41551 3.23310 4.59857
C 2.19364 -2.48958 4.12022
C -4.01981 -0.51739 4.16192
C 2.30504 0.89328 -6.70699
N 1.43954 2.70945 -3.67535
H -5.00270 -0.89318 4.04561
C -3.11891 -2.97954 -3.14587
H 3.40784 3.21539 -6.19642
C -2.64371 -3.16237 -8.10743
H 1.51994 0.13089 -6.93275
C 3.94409 -0.94503 4.81358
H -2.97548 -5.68532 -4.21749
C -2.87277 -5.01013 -6.30849
H 0.50960 3.91991 -2.13983
H 0.21500 2.12563 -2.01711
C -0.53479 0.20768 -5.43955
H 2.91850 3.03570 3.01319
H 0.67537 4.02333 4.85408
C 0.98449 2.90350 -2.29508
C 1.17141 2.01149 8.84277
C 2.77213 -2.77150 -0.38742
H 5.00230 -0.77445 4.87583
H 2.26656 1.11775 7.19343
H 2.32981 4.62210 -3.95582
C 1.68281 -0.16511 4.57821
C 1.14765 1.68601 -4.56641
C -1.73084 -0.58940 -4.88461
C 0.32723 1.72803 6.63812
H 2.65753 -3.77852 -0.78453
C -1.18583 2.40914 8.47166
H 0.06070 -0.43821 -6.15025
I 4.38803 -1.88984 -1.42609
H -1.37459 -1.13734 -3.92696
C -3.14534 -1.00282 5.14580
H 2.98846 -2.64622 0.66571
H 1.82925 2.76644 -1.62548
H -4.43529 -4.93147 -4.79702
Au 0.34763 -0.57822 -2.67286
C -0.93948 2.18424 7.11362
O 0.97808 2.80959 0.94179
H -4.03814 -2.38207 -3.20197
H -2.00931 -2.25796 -8.15548
N 0.25460 0.70525 -4.35763
C -3.60040 0.57214 3.39531
N -2.25061 -1.47772 -5.82365
H -1.92671 -5.55230 -6.48788
H -2.25016 -3.98409 -8.72592
C 3.03900 0.07492 4.92962
H -2.10912 2.09823 3.09802
H -3.34081 -1.96235 5.66560
H -4.20781 0.93428 2.51127
H -3.68760 -5.50620 -6.90316
H -3.33680 -3.82933 -2.44965
C -2.34010 1.16855 3.63629
H 1.81936 -3.48599 3.87631
C -0.08134 2.40540 9.30209
*
```

---

Computed, not measured: the ion CHCl2N2O2 with charge -1, with ωB97M-V with the def2-TZVPD basis set.

HOMO energy ... -5.06 eV
Kohn-Sham gap ... 8.634 eV
Relative energy (zero: lowest compared OMol25 entry of this formula, charge and spin) ... 11.7 kcal per mole
E ... -33171.4752 eV

ORCA input file:
```
! RIJCOSX wB97M-V def2-TZVPD def2/J DEFGRID3
* xyz -1 1
H -0.81255 1.14140 -0.17082
N 1.38576 -0.21450 0.12285
Cl -2.10987 -0.05092 1.24287
O 2.29464 -0.94470 0.53514
Cl -1.77315 -0.21141 -1.53142
N 0.19133 -0.66885 0.18551
O 1.66343 0.85059 -0.39315
C -0.83960 0.09839 0.00903
*
```

---

Computed, not measured: a structure of composition C23H19N2O3S3Tl, with ωB97M-V with the def2-TZVPD basis set.

HOMO energy ... -1.72 eV
Kohn-Sham gap ... 5.978 eV
Relative energy (zero: lowest compared OMol25 entry of this formula, charge and spin) ... 0.0 kcal per mole
E ... -70483.8938 eV

ORCA input file:
```
! RIJCOSX wB97M-V def2-TZVPD def2/J DEFGRID3
* xyz -2 1
H 1.29146 5.76044 0.32084
H 1.58842 2.54155 -4.65850
S 1.47583 -1.50101 1.59730
Tl 0.18636 1.47794 1.90385
H 4.01359 -3.44552 5.24529
C -3.42002 -0.79365 -3.70909
C 1.24541 2.88933 -3.68860
H -3.67160 -2.69432 -4.67658
C -2.82286 2.24017 0.18529
H 0.07794 5.69512 1.63341
O 1.86416 -6.75652 5.89553
C -2.06397 -2.72501 -3.25214
H 1.36675 4.48493 1.52742
C -2.70490 -0.04692 -2.77865
H 3.51444 -1.73992 3.60874
C -3.10312 -2.12529 -3.94911
H -2.19035 2.00450 -2.33189
S -2.68770 1.44930 1.71409
C -3.07068 1.38108 -2.48575
H 0.08108 -3.92400 2.30947
C 1.23084 -4.82397 3.86851
H 1.03838 0.90051 -2.90473
C 0.32549 3.75243 -1.21090
C 0.67894 5.10493 0.94229
H 4.35420 -5.11037 5.90507
C 2.61659 -5.84721 5.64215
O 0.23007 1.45701 -0.52527
N -2.20126 3.24981 -0.29267
N -1.35001 3.92876 0.56168
C 3.16012 -3.60425 4.58866
C 1.77729 -2.69902 2.78706
H 0.58667 -5.68993 3.96021
C -1.34673 -1.98569 -2.31768
H -4.23695 -0.32564 -4.24977
C -0.20361 4.23462 0.08738
C 0.95121 -3.84124 2.94839
H -0.54092 -2.44277 -1.75563
H -1.10370 -0.08971 -1.34227
C 0.93443 1.96258 -2.71569
C 2.35265 -4.74582 4.70566
C 1.13328 4.25924 -3.44632
C 0.47824 2.34573 -1.42320
H -3.65052 1.80839 -3.30516
C 2.88215 -2.61637 3.67290
H 1.38145 4.98604 -4.20998
H -1.81727 -3.76539 -3.43001
S -4.05375 1.53078 -0.95211
C 0.68020 4.66310 -2.19807
O 3.83650 -5.83610 6.26991
H 0.56766 5.72392 -1.98920
C -1.66186 -0.65657 -2.08209
*
```

---

Computed, not measured: the molecule C7H11NO3S, with ωB97M-V with the def2-TZVPD basis set.

⟨S²⟩ ... 2.02
HOMO energy (alpha / beta) ... -6.21 / -9.41 eV
Kohn-Sham gap (alpha / beta) ... 6.514 / 6.454 eV
Relative energy (zero: lowest compared OMol25 entry of this formula, charge and spin) ... 5.3 kcal per mole
E ... -25899.5025 eV

ORCA input file:
```
! RIJCOSX wB97M-V def2-TZVPD def2/J DEFGRID3
* xyz 0 3
C -0.24693 0.95466 -2.23546
C 1.58028 -0.15668 -0.89540
H -1.32506 -3.04061 0.35871
C 0.61324 0.27142 1.49127
H -2.79498 -2.72151 -0.21205
O 0.64778 -2.14906 1.48336
C 0.84034 0.86399 -0.02507
H -1.00241 0.71580 -3.00018
N -1.83899 -2.36235 -0.02562
C -0.51008 0.92269 -0.77228
O 1.30945 -0.72953 -3.23129
C 0.96567 -0.05657 -2.27567
H 1.66663 0.22739 1.92902
O -2.13894 -1.61100 2.44075
H -1.07117 0.03747 -0.57659
H 1.46692 -1.28854 -0.57465
S -1.77495 -1.07056 1.12599
H -1.13841 1.66468 -0.28859
H 2.74586 0.14584 -0.93012
H -0.09255 1.00905 1.90439
H 1.36890 1.85871 0.02334
H 0.08104 2.00461 -2.67292
C 0.12586 -1.07948 1.40957
*
```

---

Computed, not measured: a structure of composition C43H41BF6GeIrN7Sb, with ωB97M-V with the def2-TZVPD basis set.

HOMO energy (alpha / beta) ... -3.89 / -3.92 eV
Kohn-Sham gap (alpha / beta) ... 2.998 / 3.114 eV
E ... -138564.0851 eV

ORCA input file:
```
! RIJCOSX wB97M-V def2-TZVPD def2/J DEFGRID3
* xyz -1 1
C -1.42258 -1.58080 3.86083
H -3.25854 -3.73233 -0.16995
C 1.06290 -2.94546 -0.24835
H 2.84260 3.45256 2.32406
H 2.22740 -1.17828 -0.08410
H -3.65506 2.41131 0.43348
H 6.02624 0.99302 3.75925
Ir -0.81687 -0.26667 -1.19687
C -3.81185 -1.52292 1.35687
H 1.55078 -5.07237 0.11668
C 5.33118 4.14597 -1.64593
H -2.64041 -1.53410 5.62448
C 0.02446 5.42838 0.24274
C -2.37991 0.25023 -4.32955
H -2.12497 -0.06960 -5.33703
C 5.00661 1.09959 3.41276
B -2.54516 -2.84393 -0.47100
H 3.99804 3.66988 -0.04181
H -2.55357 0.91748 5.82721
H 3.43531 1.41895 -3.64105
F -0.94397 -4.44813 -3.05880
H -4.60124 0.22621 2.44169
C 3.97634 2.18752 -3.11180
C -0.62722 0.54697 3.07262
H 5.14692 3.22394 3.16652
H 0.04376 3.41204 -0.46189
H -3.47532 -4.95372 -3.06044
F -1.32614 -2.68780 -5.50144
H 0.48109 3.90509 3.74620
F 0.92599 -4.08951 -5.30008
H -5.03715 -4.29220 -3.54965
C 3.59170 2.47828 -1.78500
C 2.52385 1.83288 -1.20270
C -2.77625 -0.94739 -3.54884
C -0.55188 -4.45705 -0.08863
H 2.25119 -0.74340 2.75925
C 0.32380 4.33264 2.76381
C 3.21943 2.47779 2.60491
H -5.25269 -3.04699 1.01946
C 0.23940 3.49246 1.66268
H -0.07369 5.84819 -0.74831
C -2.02935 0.42499 5.02108
C 5.01210 2.87231 -3.69199
Ge 0.52999 1.52937 1.80846
C -3.92554 -0.19433 1.72679
H 5.31500 2.66274 -4.70841
H -2.67180 2.37959 1.89921
H -1.90653 2.18887 0.30169
F 0.37146 -0.15846 -2.68573
H -0.19050 -1.31277 2.12484
C -0.69732 -0.83336 2.95221
C 4.19274 -0.01507 3.29223
H 0.05790 7.32777 1.22978
C 0.24276 5.70595 2.61422
C 0.10073 6.25522 1.35001
H -1.27338 2.24853 4.19389
H -0.71328 -6.53332 0.29732
N -1.08816 -3.24228 -0.30482
H -2.10559 -5.58082 0.84155
H -1.50258 0.71253 -3.88286
N -2.83429 -1.61511 0.44518
C -1.35869 -5.69345 0.05638
C 2.35702 -2.22950 -0.33263
C -2.78232 1.95563 0.90219
N -2.30434 -0.39486 0.22264
H 4.57367 -0.99495 3.54621
H -4.63949 -4.45163 -1.82370
C 0.08498 4.05789 0.40373
N -2.83868 -2.36134 -1.89689
C -2.07877 -0.95312 4.90694
H -1.87067 -5.90549 -0.87870
C -3.61367 -2.88086 -2.86451
H -1.47073 -2.65447 3.75169
C 4.29718 3.46587 -1.06067
H -5.26137 -2.35340 2.64932
F 1.00902 -1.31093 -5.33974
C -1.30716 1.17004 4.10688
H -4.10437 -2.11394 -4.87103
C 1.51747 1.32135 -0.69144
C -2.97047 0.48558 0.97687
Sb 0.24964 -2.74394 -4.08649
N -0.10550 -2.33382 -0.39483
C 0.45645 0.83863 -0.03397
C -3.61579 -1.99267 -3.92690
N 7.57911 5.20587 -4.06532
H 3.09553 -2.68294 0.32355
H 0.30754 6.34915 3.48186
C -4.24215 -4.22269 -2.81040
C 2.38928 1.37019 2.49655
H 2.71339 -2.28816 -1.35938
C 2.89124 0.12430 2.84644
C 0.82037 -4.30502 -0.03140
C -4.62535 -2.67353 1.82836
N -2.32402 -1.19406 -2.32154
C 6.73868 4.59029 -3.57595
F 2.27963 -2.97727 -3.36309
H -3.18954 0.98248 -4.37598
C 5.70004 3.86369 -2.97216
H 5.87287 4.90526 -1.09930
C 4.51628 2.34896 3.07105
H -3.98517 -3.48421 2.16850
*
```